[1]
Density functional theory data (ωB97M-V with the def2-TZVPD basis set) for 40 unconnected molecules or ions with the total composition H80O40.

Structure (XYZ):
```
120
H80O40, DFT ωB97M-V with the def2-TZVPD basis set
O 0.274 4.313 -0.926
O -2.044 3.250 -4.298
O -4.308 0.794 3.471
O -1.993 2.743 1.368
O 5.442 -2.308 1.828
O 3.610 0.013 4.623
O -1.823 5.465 -2.860
O 0.012 -5.425 -1.537
O 3.586 -3.561 -2.277
O -1.492 -1.337 -1.160
O -4.418 -2.647 2.085
O -2.476 -4.778 1.080
O 2.043 -2.592 4.444
O 1.646 0.930 -1.082
O 4.748 2.842 0.612
O -2.827 -3.911 -1.606
O 1.664 1.468 3.968
O 2.536 4.954 1.961
O -2.471 -2.161 -4.032
O 0.260 6.921 -0.118
O -4.519 -1.506 0.017
O -1.033 4.798 3.897
O 0.536 -0.882 1.978
O -0.682 -1.872 5.636
O 3.265 -4.519 2.243
O -5.503 1.582 0.324
O 0.693 -3.493 2.727
O 2.651 0.622 -5.106
O 4.869 2.501 -4.048
O -3.020 1.260 -0.964
O -4.114 3.683 -1.894
O -2.420 2.614 4.858
O 2.300 -5.891 -2.572
O -1.654 -4.872 -4.099
O 0.032 -3.205 -0.089
O 4.696 -1.328 -0.679
O 3.639 4.213 -1.676
O 0.343 2.616 -3.101
O -5.135 -0.394 -4.135
O 2.627 -1.427 0.645
H 6.174 -1.763 1.569
H 3.693 5.132 -1.949
H -4.117 0.158 2.791
H -5.654 0.267 -3.678
H 2.428 1.413 3.419
H 1.718 1.836 4.823
H 4.331 -0.500 -0.338
H -3.611 -3.325 -1.499
H -3.779 3.836 -2.807
H -2.724 3.230 5.516
H 4.041 3.289 1.096
H -1.963 4.625 4.079
H 0.494 -3.542 0.681
H -0.706 -0.812 -0.955
H -3.559 -1.540 -0.010
H -4.435 4.617 -1.882
H -3.253 -4.197 1.072
H -1.396 2.227 1.904
H -2.662 -1.473 -3.295
H 1.144 -4.305 2.373
H -1.946 -4.666 0.271
H 1.995 -0.842 1.115
H -1.550 3.802 -4.920
H 3.051 -0.415 5.309
H -1.535 -2.095 -3.741
H 0.656 6.236 0.453
H -3.658 1.555 -0.242
H 4.717 -1.810 1.258
H -3.414 0.460 -1.261
H 2.687 1.455 -5.590
H 5.467 2.637 1.183
H -1.394 2.654 -4.067
H 0.842 -5.964 -1.782
H -0.889 5.672 -2.696
H -5.552 1.173 1.197
H -1.697 2.422 5.497
H -0.344 -5.255 -2.444
H 2.220 -1.977 0.008
H -1.012 -2.153 -0.926
H 0.230 -3.937 -0.765
H 0.672 -0.370 2.790
H 2.459 -3.430 4.182
H 1.095 -2.865 4.327
H 2.291 -5.184 -3.227
H 0.567 -1.848 2.219
H 0.463 5.351 -0.990
H -1.822 3.325 0.664
H -1.195 -2.645 5.888
H 3.336 5.312 2.324
H -2.718 -3.683 -2.613
H 3.717 -3.645 2.428
H 3.556 -4.537 1.345
H -4.824 -3.348 2.592
H -0.538 2.548 -2.748
H 4.742 1.535 -3.868
H 2.517 1.352 -1.047
H 4.355 3.890 -1.167
H 3.519 -0.143 3.709
H -0.545 3.984 3.681
H -0.729 4.197 -0.911
H -0.243 -3.717 2.724
H 3.937 -3.114 -1.517
H -3.663 0.444 4.112
H 5.505 2.810 -3.372
H -5.416 2.521 0.368
H 2.205 4.498 2.757
H -2.361 -5.262 -3.595
H -0.008 -1.959 6.316
H 5.573 -0.942 -0.910
H -1.995 -4.389 -4.847
H 1.112 1.672 -1.336
H -4.689 -0.552 -0.133
H 3.142 -2.850 -2.735
H 0.807 3.413 -2.828
H -5.114 -2.127 1.662
H -1.923 4.621 -2.363
H -0.633 6.496 -0.333
H 3.125 -5.518 -2.141
H -4.331 -0.306 -3.657
H 1.886 0.531 -4.534
```

Calculated values
- E_tot (eV) = -83195.45747
- ΔE to the lowest compared entry with this formula, charge and spin (kcal per mole) = 238.9
- Kohn-Sham gap (eV) = 9.49
- total charge = 0
- F_max (eV Å⁻¹) = 3.78
- multiplicity = 1

[2]
Density functional theory data (ωB97M-V with the def2-TZVPD basis set) for 40 unconnected molecules or ions with the total composition H80O40.

Structure (XYZ):
```
120
H80O40, DFT ωB97M-V with the def2-TZVPD basis set
O 0.173 1.903 -5.684
O -0.147 -3.104 3.342
O 2.344 -4.685 -2.362
O -1.539 2.113 -1.333
O -3.496 4.098 0.775
O 3.885 -1.753 2.283
O -4.868 -0.839 -3.248
O 0.439 1.974 2.425
O 2.940 -3.598 3.939
O -3.945 0.576 0.992
O -0.438 -5.458 -1.737
O 3.442 0.636 5.112
O 1.204 -2.022 0.234
O -1.644 2.681 -4.038
O -2.614 0.538 -5.888
O 0.611 6.072 -1.411
O -1.303 -2.792 1.057
O 4.639 -2.549 -2.162
O -0.148 -0.164 5.910
O 3.468 3.523 -2.360
O 2.902 -4.527 1.320
O -4.536 -2.158 1.503
O -2.077 -1.634 4.219
O 1.206 -0.689 2.567
O -0.708 -3.413 -3.868
O 2.204 2.915 5.630
O 5.047 -0.265 -0.142
O -3.870 -3.684 -2.540
O 1.274 2.149 -2.384
O -2.521 -5.508 1.183
O -2.339 5.194 -2.171
O 2.783 1.213 1.246
O 2.157 3.684 2.364
O -1.966 -1.909 -2.097
O -5.391 1.381 -1.226
O -0.312 4.025 0.395
O -1.516 1.227 3.489
O 1.839 3.012 -0.380
O 0.321 -0.381 -1.494
O 2.782 -0.667 -2.479
H 3.109 2.599 5.441
H -1.283 -5.561 -2.262
H -1.712 -0.893 -2.059
H 0.680 -2.043 1.048
H -4.347 -0.067 1.623
H 2.526 -2.899 4.379
H 5.691 -0.374 0.504
H -0.630 -3.505 1.565
H 1.899 3.554 4.970
H -1.536 -2.220 -1.400
H 3.128 3.211 -3.107
H 4.531 0.453 0.288
H 0.882 1.764 -5.355
H -2.308 -4.629 0.931
H -2.219 1.410 4.093
H -1.805 -1.078 4.866
H -0.267 1.668 -6.514
H -0.519 -0.031 6.777
H 0.661 -2.877 2.860
H 0.815 -1.293 -0.328
H -3.640 -2.190 1.005
H 0.936 -0.631 -2.188
H -0.932 1.829 3.914
H 0.264 0.641 -1.616
H 0.164 3.614 -0.323
H -2.009 1.204 -6.022
H 3.793 4.332 -2.595
H 0.135 1.204 1.997
H 1.960 3.820 1.387
H -3.394 1.018 -5.456
H -2.439 1.935 -1.200
H 1.705 0.207 2.417
H 2.079 -5.474 -2.745
H 0.334 2.614 1.698
H 2.762 2.031 1.613
H 4.689 -1.772 1.726
H -5.526 1.926 -0.370
H 0.546 6.857 -0.752
H -4.025 -1.378 -3.286
H 2.646 0.913 4.541
H -4.775 -2.957 1.987
H -0.961 2.614 -3.408
H 1.685 -4.431 -1.763
H -3.038 -3.342 -2.310
H 1.919 1.249 -2.708
H 0.266 -0.371 2.639
H 2.041 0.829 0.666
H -4.488 0.999 0.312
H 2.384 2.317 -0.534
H 0.692 -0.593 5.738
H 4.203 -2.597 -1.288
H -0.992 -2.818 -3.139
H -2.496 -1.009 3.757
H 4.073 -2.994 -2.810
H 3.083 3.648 2.543
H -2.857 5.280 -2.962
H -2.922 5.182 -1.447
H -1.477 -2.086 1.800
H -0.466 -6.394 -1.517
H 1.922 3.748 -0.946
H 0.153 4.366 1.194
H -1.542 3.035 -1.463
H -3.978 3.384 1.074
H -1.586 -3.249 -4.379
H -4.493 -3.005 -2.568
H -2.100 -5.976 0.500
H 0.763 2.084 -3.174
H 3.402 -4.774 2.093
H -6.105 0.834 -1.413
H 3.249 -0.739 -3.246
H 3.678 -0.116 4.557
H 3.255 -1.026 -1.727
H -1.083 3.161 -4.709
H 2.305 -3.942 1.306
H -0.164 -2.516 4.060
H -2.739 3.664 0.480
H -0.036 6.000 -2.173
H -4.628 0.123 -3.193
H 3.271 -2.854 3.445
H 2.958 -1.730 1.676
```

Calculated values
- E_tot (eV) = -83188.71558
- ΔE to the lowest compared entry with this formula, charge and spin (kcal per mole) = 394.3
- Kohn-Sham gap (eV) = 9.72
- total charge = 0
- F_max (eV Å⁻¹) = 16.75
- multiplicity = 1

[3]
Density functional theory data (ωB97M-V with the def2-TZVPD basis set) for 5 unconnected molecules or ions with the total composition H8IO4.

Structure (XYZ):
```
13
H8IO4, DFT ωB97M-V with the def2-TZVPD basis set
I 0.016 -0.609 -0.920
O 1.766 -1.072 2.192
O 0.269 2.525 -2.731
O -0.904 2.650 -0.033
O -0.683 -3.346 1.652
H -0.711 2.627 -2.757
H 1.610 -1.853 2.659
H -1.601 -3.611 1.659
H -0.368 1.921 -0.286
H 1.267 -1.146 1.351
H 0.448 1.584 -2.902
H -0.498 -2.983 0.781
H -0.609 3.307 -0.664
```

Calculated values
- E_tot (eV) = -16423.71580
- ΔE to the lowest compared entry with this formula, charge and spin (kcal per mole) = 12.6
- Kohn-Sham gap (eV) = 7.77
- total charge = -1
- F_max (eV Å⁻¹) = 2.31
- multiplicity = 1

Number 1: highest occupied orbital energy -10.09 eV. Number 2: highest occupied orbital energy -10.45 eV. Number 3: highest occupied orbital energy -4.39 eV.